# 1
Density functional theory data (the ωB97M-V functional and the def2-TZVPD basis) for a 13-piece molecular cluster, C61H77N9O8 overall at a distorted geometry.

## Properties
**Energy**: -94295.200 eV
**Max |F|**: 3.60 eV Å⁻¹
**HOMO level**: -9.1950 eV
**Lowest unoccupied orbital energy**: 0.5 eV
**Spin multiplicity**: 1

Each line ends with the Mulliken charge.
Geometry (Å):
O: 7.713 -4.495 0.735  -0.5432
O: -2.085 -4.450 -3.374  -0.6374
O: 6.441 -4.249 2.632  -0.4218
O: 1.029 0.646 -1.319  -0.4657
O: -0.041 -4.384 -2.509  -0.1649
O: -0.060 -0.517 0.277  -0.1517
O: 0.959 5.816 2.412  -0.3233
O: 2.673 5.708 0.949  -0.5886
N: -0.752 3.575 -3.125  0.2783
N: 2.988 -0.730 3.093  0.2618
N: -2.673 4.329 1.632  -0.2872
N: 0.123 0.209 -4.816  -0.4666
N: -5.646 1.001 1.300  -0.0752
N: 4.536 -6.869 -1.567  -0.6782
N: -5.019 2.412 -3.455  -0.3324
N: -3.211 -2.205 3.644  -0.1647
N: 0.377 2.164 5.835  -0.6197
C: -1.711 -1.713 -5.539  -0.7277
C: -7.899 0.130 1.442  -0.5866
C: -1.193 4.621 -3.913  -0.1695
C: 0.907 7.349 0.623  -0.9660
C: 1.908 -1.483 -0.732  -0.7527
C: 1.307 4.602 3.086  -0.6710
C: 3.541 -0.920 4.263  -0.0340
C: -3.289 2.057 -5.084  -0.7162
C: -6.949 1.015 0.904  -0.2925
C: -1.298 0.936 3.997  0.7644
C: -0.640 5.907 -3.826  -0.9574
C: -1.164 -2.946 2.516  -0.2149
C: -0.099 0.341 4.362  -0.2199
C: 0.892 5.045 -2.206  -1.0052
C: 0.481 6.075 -3.051  -0.6693
C: -0.777 2.696 5.505  -0.7169
C: -1.139 0.403 0.209  1.8677
C: 1.657 6.211 1.327  0.9402
C: -1.894 -0.991 -4.381  -0.0291
C: 5.704 -6.222 -1.762  -0.3237
C: 3.443 -6.114 -1.410  -0.6270
C: 3.737 1.584 3.239  -1.1452
C: -2.589 5.600 -0.428  -0.5639
C: -2.499 -2.445 2.546  -0.1681
C: 5.789 -4.815 -1.841  -0.4784
C: -1.333 -3.019 4.909  -0.3798
C: 3.389 -4.764 -1.499  0.4476
C: -3.252 3.338 0.940  -0.6045
C: -2.410 5.409 0.970  -0.5962
C: -1.868 -3.990 -1.007  -0.3408
C: -1.390 -4.299 -2.370  0.5065
C: 5.436 -3.710 1.803  0.3732
C: -0.626 -1.498 -6.331  -0.3822
C: -2.270 -0.179 -0.662  0.8043
C: 4.595 -4.053 -1.720  -0.2716
C: -5.492 2.437 -5.811  -0.4004
C: -5.283 0.039 2.086  0.1776
C: -6.151 -0.934 2.625  -0.7173
C: 4.184 0.074 5.006  -0.9794
C: -7.473 -0.844 2.340  -0.2804
C: 5.505 -2.213 1.443  -0.8538
C: 0.816 3.465 2.285  0.5302
C: 0.822 -6.036 -4.040  -1.2694
C: -3.755 2.134 -3.789  0.5364
C: -4.192 2.136 -6.112  -0.6253
C: 0.940 -0.369 -0.669  0.4574
C: 0.249 3.831 -2.308  -0.3025
C: 0.287 -0.444 -5.971  -0.7293
C: -3.460 3.356 -0.435  0.0519
C: -0.940 -0.032 -4.054  -0.0979
C: -0.598 -3.133 3.768  -0.3232
C: -3.169 4.531 -1.116  -0.7155
C: 3.093 0.518 2.642  0.0797
C: 0.468 -4.576 -3.817  -0.0888
C: 4.286 1.318 4.464  -0.1338
C: -5.842 2.626 -4.469  -0.5475
C: -2.620 -2.558 4.778  -0.5750
C: 8.613 -5.136 2.854  -1.0767
C: 0.697 0.989 5.325  -0.8244
C: -1.612 2.160 4.520  0.0097
C: 7.553 -4.609 1.962  0.7312
H: -0.995 3.648 5.987  0.4174
H: -2.491 2.649 4.112  0.3039
H: 1.781 5.188 -1.611  0.6522
H: -1.439 0.605 1.228  -0.8988
H: -3.020 1.946 -2.979  0.4091
H: 1.053 6.969 -3.251  0.4320
H: 1.419 -4.009 -3.872  0.3476
H: -0.869 -3.081 5.873  0.4371
H: 1.674 7.800 -0.026  0.3819
H: 4.681 2.121 5.062  0.3993
H: 0.881 4.728 4.048  0.2282
H: -0.560 -2.897 1.628  0.2528
H: 2.544 -6.653 -1.193  0.5978
H: 1.453 -6.158 -4.933  0.3738
H: -2.019 4.399 -4.540  0.3780
H: 4.661 -2.978 -1.687  0.5093
H: 1.099 -0.135 -6.556  0.5671
H: 5.376 -4.210 0.845  -0.1304
H: -0.816 1.398 -0.203  -0.4349
H: 3.417 -1.965 4.735  0.1819
H: 1.697 0.557 5.488  0.5580
H: -2.461 -2.425 -5.853  0.3784
H: -5.750 -1.696 3.317  0.3351
H: 0.073 7.024 0.041  -0.0436
H: -0.992 6.656 -4.530  0.4853
H: 1.387 -6.387 -3.167  0.1989
H: -0.254 3.524 2.099  -0.3103
H: -8.164 -1.565 2.766  0.3815
H: 9.571 -5.058 2.334  0.3246
H: 4.516 -2.071 0.975  -0.0700
H: 3.649 2.572 2.768  0.5770
H: 6.627 -6.805 -1.784  0.3639
H: 8.613 -4.475 3.730  0.3186
H: 1.612 -2.242 -1.485  -0.1498
H: -2.312 6.507 -0.908  0.5801
H: -4.265 0.033 2.502  0.2713
H: -3.574 2.476 1.507  0.4715
H: -1.560 -3.002 -0.748  -0.3782
H: -3.166 -2.389 5.691  0.3606
H: -3.998 2.562 -0.942  0.8215
H: 0.556 8.108 1.361  0.3706
H: 4.473 -3.930 2.358  0.2715
H: 0.568 2.989 -1.768  0.8168
H: 6.351 -2.058 0.812  0.4764
H: 6.790 -4.418 -1.795  0.3844
H: -1.543 -4.812 -0.358  0.3695
H: 0.230 -0.582 3.927  0.6067
H: -1.892 0.484 3.247  -0.3052
H: -1.898 -0.574 -1.617  -0.7910
H: 4.455 -0.151 6.004  0.5249
H: 2.414 4.582 3.142  0.2871
H: 8.386 -6.189 3.085  0.2658
H: -3.441 4.567 -2.182  0.4153
H: -3.938 1.900 -7.151  0.3902
H: -0.223 -4.219 -4.563  0.2909
H: 2.462 -4.280 -1.218  0.1257
H: -2.714 -1.012 -0.158  -0.3471
H: 1.345 3.454 1.334  0.7989
H: 0.466 -3.343 3.894  0.3726
H: -7.266 1.846 0.288  0.4273
H: -2.203 1.894 -5.218  0.5158
H: -1.922 6.211 1.547  0.4019
H: -3.029 -2.179 1.599  0.4614
H: 2.789 -0.980 -1.159  0.4699
H: -6.211 2.479 -6.597  0.4292
H: -0.073 -6.668 -4.142  0.3605
H: 2.537 0.662 1.708  0.2113
H: -3.091 0.536 -0.833  -0.0696
H: -6.872 2.892 -4.207  0.3824
H: 1.070 2.526 2.800  -0.5368
H: -8.945 0.301 1.240  0.3631
H: -0.973 0.554 -3.123  0.5671
H: -0.549 -2.097 -7.211  0.4855
H: -2.951 -3.915 -1.042  0.3871
H: 5.692 -1.581 2.321  0.3356
H: -2.782 -1.050 -3.761  0.5262
H: 2.070 -1.964 0.240  0.3326

***

# 2
Density functional theory data (the ωB97M-V functional and the def2-TZVPD basis) for a 9-piece molecular cluster, C61H84BrFIN10O6 overall at a distorted geometry.

## Properties
**Energy**: -172656.964 eV
**Max |F|**: 5.72 eV Å⁻¹
**HOMO level**: -5.2404 eV
**Lowest unoccupied orbital energy**: 1.4 eV
**Spin multiplicity**: 1
**Net charge**: -1

Each line ends with the Mulliken charge.
Geometry (Å):
I: -1.658 0.207 4.646  -0.0542
Br: 5.825 -1.414 1.019  -0.1467
F: -3.614 2.750 2.858  -0.3346
O: 2.264 0.732 -1.354  -0.5138
O: -4.226 0.592 2.413  -0.4419
O: 3.238 -2.578 1.061  -0.4482
O: -2.515 1.775 -3.042  -0.6067
O: 4.314 1.161 -0.439  -0.7195
O: 0.404 0.332 2.558  0.3063
N: 0.154 -2.503 -10.249  0.0653
N: -2.518 -6.497 -9.374  0.0144
N: 3.342 0.748 2.349  -0.0138
N: -3.372 -2.079 -1.215  -0.2794
N: 2.100 -0.073 6.438  0.3308
N: 5.385 -1.490 10.918  0.2003
N: 2.153 -1.759 11.818  0.0283
N: -2.784 -3.165 -5.480  0.1330
N: -5.658 3.648 0.893  0.1087
N: -1.075 -5.943 1.585  0.0083
C: -3.419 -3.608 -7.560  -0.7048
C: -3.645 -4.757 -6.763  -0.8921
C: -3.246 -4.453 -5.484  -0.4359
C: -7.291 4.469 -0.365  -0.5856
C: 2.265 4.947 -0.678  -0.2890
C: -2.270 7.611 -2.714  -0.4548
C: 0.295 7.187 -2.794  -0.5146
C: 1.042 0.149 1.258  -1.0606
C: 6.095 -2.012 11.966  -0.4976
C: -6.867 5.474 0.539  -0.6444
C: 0.598 -1.278 -10.667  -0.4310
C: 6.189 -0.643 10.201  -0.3429
C: 1.915 -1.643 14.021  -0.5282
C: 7.423 -0.619 10.802  -0.5605
C: -0.269 -5.090 0.877  -1.1801
C: -0.969 -1.919 -3.321  -0.2978
C: 2.284 -3.037 12.296  -0.3446
C: -2.979 -7.785 -9.378  -0.5425
C: 2.144 -2.995 13.661  -0.5632
C: -0.270 1.021 -4.121  -0.2052
C: 3.914 -1.675 1.587  0.2261
C: 1.274 -2.842 -12.134  -0.4800
C: -1.987 -0.789 -2.986  1.1862
C: -5.856 4.939 1.301  -0.3497
C: 7.364 -1.487 11.921  -0.4748
C: 2.814 0.715 7.301  -1.1020
C: 1.300 -1.457 -11.835  -0.4544
C: 3.043 -0.009 8.445  -0.1308
C: -0.372 -6.459 2.642  -0.4704
C: -1.852 1.178 1.744  0.5358
C: 3.070 0.995 -0.235  -0.3425
C: -3.403 -1.023 -2.268  -1.0337
C: -1.370 -1.466 2.096  -0.4800
C: -2.625 -5.972 -10.633  -0.4318
C: 0.354 -1.567 -4.062  -0.8036
C: -2.842 9.130 -2.536  -1.0824
C: -1.629 -1.680 0.526  1.4970
C: 0.955 -5.053 1.494  -0.1784
C: 0.558 -3.462 -11.140  -0.4373
C: -2.890 -2.640 -6.739  -0.5741
C: 3.506 4.329 0.141  -0.9253
C: 2.340 4.308 -2.172  -0.3323
C: 0.892 -5.920 2.613  -0.6704
C: -6.525 3.354 -0.125  -0.3658
C: 2.442 -1.279 8.267  0.0233
C: 1.923 -0.905 12.863  -0.4446
C: -3.378 -8.089 -10.657  -0.4652
C: -1.612 0.690 -3.374  -0.1325
C: 0.720 -0.125 -4.487  -0.5769
C: 1.902 2.572 1.424  -0.3959
C: -3.153 -6.939 -11.453  -0.6227
C: -3.181 -1.468 0.156  -0.5025
C: 1.122 4.741 -3.121  -0.3225
C: -0.985 7.580 -3.691  -0.5047
C: -3.306 1.421 2.357  0.0214
C: 2.385 1.022 1.243  1.1797
C: 1.364 6.276 -3.624  -0.7222
C: -0.998 0.032 2.531  -0.5184
C: 1.864 -1.288 7.021  -1.0901
C: 3.118 3.611 1.521  -0.8455
C: 3.410 -0.678 2.753  -0.2826
H: -3.475 -0.363 0.157  0.0000
H: 4.421 -1.697 10.708  0.1912
H: -3.251 -5.041 -4.578  0.4454
H: 1.787 0.153 12.692  0.3699
H: -4.112 -1.415 -3.098  0.4695
H: -4.055 -5.702 -7.089  0.5883
H: -5.263 5.365 2.096  0.3773
H: 4.125 3.688 -0.573  0.3413
H: -4.315 -2.496 -1.170  0.2951
H: 1.205 -0.979 1.100  0.0223
H: 2.455 -1.068 3.284  0.0149
H: -0.636 -4.583 -0.001  0.8835
H: 1.778 -0.677 -12.410  0.3787
H: -2.083 2.290 -2.315  0.3179
H: -0.386 -2.673 -9.415  0.1961
H: -2.579 -1.626 -6.943  0.5266
H: 2.215 -1.490 10.847  0.1939
H: -1.965 9.793 -2.178  0.2741
H: 1.761 -1.254 15.016  0.4040
H: -3.606 9.071 -1.673  0.3188
H: 1.074 -2.422 -4.306  0.3407
H: 3.584 0.337 9.314  0.6266
H: 0.833 8.133 -2.441  0.2971
H: -3.327 9.514 -3.495  0.2907
H: -1.262 2.157 1.932  0.2425
H: -0.008 6.581 -1.859  0.1611
H: -1.850 1.037 0.607  -0.1131
H: 1.803 -4.466 1.173  0.5561
H: 1.683 -6.128 3.319  0.4070
H: -1.206 6.842 -4.536  0.3268
H: -7.257 6.478 0.623  0.3878
H: -2.420 -2.675 -4.672  0.2848
H: 4.078 3.197 1.979  0.3659
H: -3.621 -3.499 -8.616  0.5326
H: 1.250 2.724 2.354  0.2398
H: -3.829 -1.980 0.959  0.4195
H: -6.523 2.379 -0.589  0.3797
H: 5.813 -0.132 9.327  0.3600
H: -0.832 -7.160 3.323  0.4018
H: 1.196 4.077 -4.069  0.0515
H: 2.399 6.096 -0.718  0.3111
H: -3.872 -0.027 -1.925  0.2324
H: 4.233 -0.742 3.568  0.5612
H: -1.023 -0.980 -0.154  -0.1995
H: 2.200 -3.843 14.328  0.4138
H: 1.308 -2.053 6.500  0.4571
H: -2.033 -6.158 1.362  0.2207
H: 8.274 -0.042 10.473  0.3971
H: 1.255 4.770 -0.167  0.2671
H: 2.445 6.615 -3.486  0.3484
H: -8.070 4.552 -1.108  0.3992
H: -1.371 -2.771 0.211  -1.1871
H: 1.794 0.199 5.516  0.0872
H: 2.767 4.455 2.237  0.3071
H: -2.315 -4.957 -10.836  0.4659
H: -0.854 8.617 -4.164  0.3086
H: 0.412 0.503 0.363  0.2640
H: 5.637 -2.709 12.651  0.3735
H: 4.185 5.226 0.423  0.4370
H: 1.201 2.757 0.520  0.0200
H: -0.574 -2.212 2.439  0.2073
H: -3.355 -6.830 -12.509  0.4170
H: -2.984 -8.374 -8.473  0.4263
H: 2.431 -2.097 8.974  0.4716
H: 0.090 4.579 -2.659  0.1926
H: 1.670 0.167 -5.047  0.3551
H: 2.466 -3.863 11.624  0.3573
H: -1.206 -3.001 -3.022  0.5545
H: 0.004 2.090 -4.441  0.2759
H: -3.098 6.947 -3.144  0.2841
H: 2.422 3.162 -2.061  -0.0099
H: 3.097 1.720 7.026  0.4020
H: 0.378 -0.386 -10.100  0.3740
H: 8.162 -1.705 12.616  0.3907
H: -2.157 -6.009 -8.568  0.3411
H: 3.351 4.641 -2.622  0.2847
H: 1.728 -3.330 -12.984  0.3876
H: -2.346 -1.761 2.637  0.6873
H: 0.302 -4.500 -10.989  0.4036
H: -4.980 3.013 1.282  0.2904
H: -3.787 -9.034 -10.984  0.3928
H: 3.169 1.372 3.149  0.5061
H: -2.055 7.239 -1.649  0.2867
H: 1.037 6.298 -4.723  0.3839